{"formula": "C2H10N2OSi", "method": "ωB97M-V/def2-TZVPD", "de_lowest_kcal_mol": 105.1, "lumo_ev": 0.9, "smiles": "C=[N+](C)[O-].N[SiH3]", "elements": ["C", "N", "C", "O", "H", "H", "H", "H", "H", "N", "Si", "H", "H", "H", "H", "H"], "coordinates": [[-1.767107, 0.824038, 0.462045], [-0.713510, 1.563242, 0.487596], [-0.136087, 1.929143, 1.785986], [-0.139000, 2.024687, -0.520657], [-2.207814, 0.563921, -0.482735], [-2.192951, 0.458913, 1.374332], [-0.742400, 2.706737, 2.246308], [-0.083089, 1.063129, 2.441477], [0.862984, 2.321444, 1.601236], [1.285168, -1.152462, -1.973505], [0.877901, -2.426933, -0.913097], [1.667630, -1.294425, -2.888646], [1.009412, -0.198200, -1.819927], [0.925840, -3.688501, -1.654874], [1.820117, -2.489327, 0.217770], [-0.467090, -2.205405, -0.363309]], "forces_ev_per_a": [[-0.379, -0.331, -0.105], [-0.411, -0.363, 0.456], [0.415, 0.269, 0.490], [0.543, 0.359, -0.841], [0.099, 0.088, -0.205], [0.052, 0.020, 0.319], [-0.032, -0.017, -0.045], [-0.073, -0.010, -0.041], [-0.162, -0.123, -0.076], [-0.081, 0.064, -0.153], [0.179, 0.390, -0.048], [0.046, -0.045, -0.082], [-0.031, 0.146, 0.064], [0.019, -0.237, -0.104], [0.029, -0.167, 0.225], [-0.215, -0.046, 0.146]], "mulliken_charge": [-0.471, 0.519, -0.955, -0.654, 0.332, 0.234, 0.324, 0.347, 0.326, -0.371, 0.306, 0.224, 0.225, -0.135, -0.115, -0.137]}



{"formula": "C6H39N2O11", "method": "ωB97M-V/def2-TZVPD", "de_lowest_kcal_mol": 51.5, "total_charge": 1, "lumo_ev": -2.2, "elements": ["N", "C", "C", "C", "C", "C", "N", "C", "H", "H", "H", "H", "H", "H", "H", "H", "H", "H", "H", "H", "H", "H", "H", "H", "H", "H", "H", "O", "H", "H", "O", "H", "H", "O", "H", "H", "O", "H", "H", "O", "H", "H", "O", "H", "H", "O", "H", "H", "O", "H", "H", "O", "H", "H", "O", "H", "H", "O"], "coordinates": [[1.514935, 0.606620, 0.136962], [0.661469, -0.401632, 0.883650], [1.507263, -1.707153, 1.091409], [1.308896, -2.353334, 2.483339], [1.091821, -2.723772, 0.048466], [0.035986, 0.375681, 2.062289], [-1.308223, 0.857942, 1.692850], [-2.031520, 1.321809, 2.873598], [1.940424, 0.138114, -0.660214], [2.204642, 0.932451, 0.784523], [0.949380, 1.375611, -0.235179], [-0.171626, -0.674703, 0.251518], [2.553706, -1.418409, 1.070512], [0.267438, -2.365897, 2.790972], [1.880399, -1.817746, 3.243328], [1.692961, -3.366339, 2.465616], [1.430700, -3.724333, 0.323196], [1.342298, -2.564033, -1.001250], [0.011218, -2.835818, 0.068678], [-0.157141, -0.385297, 2.815762], [0.708293, 1.125332, 2.481876], [-1.303047, 1.617305, 1.021472], [-2.919096, 0.751800, 3.144182], [-1.432978, 1.417413, 3.782220], [-2.367432, 2.350861, 2.740757], [-1.514931, 1.427383, -4.411738], [-0.675032, 0.496508, -3.483739], [-1.274793, 1.267591, -3.495177], [-3.448836, 3.725720, 0.282369], [-1.908947, 3.587909, -0.319577], [-2.818908, 3.299184, -0.296256], [2.383335, 0.040064, 3.055728], [3.740778, 0.698817, 3.305751], [3.046244, 0.601296, 2.647760], [-1.852745, -2.004005, -1.500855], [-2.164226, -0.486912, -1.581381], [-1.442324, -1.123526, -1.416172], [5.147317, -0.052111, 0.834219], [4.519134, 0.964155, -0.092748], [4.570795, 0.018086, 0.067101], [-3.889665, 1.278818, -1.905563], [-4.626525, -0.001209, -1.340586], [-3.809420, 0.498891, -1.356813], [-0.054235, 2.312473, -1.830530], [0.033747, 3.817956, -1.590182], [0.327232, 2.974279, -1.231430], [0.013105, -1.200822, -2.644205], [0.770131, -1.108591, -3.942065], [0.693038, -0.654383, -3.089824], [-2.001033, -1.148886, 1.448644], [-3.044118, -2.157841, 2.125029], [-2.123213, -1.959454, 1.960950], [3.051772, 2.945803, -2.122759], [3.004280, 1.668683, -2.966901], [2.933565, 1.990235, -2.060481], [-2.781925, -3.551074, -0.296431], [-2.251642, -4.698477, -1.274160], [-2.188529, -3.789818, -1.009942]], "forces_ev_per_a": [[-1.437, -1.166, -0.823], [0.232, 0.424, 0.429], [-0.469, 0.459, 0.941], [0.048, 0.594, -0.229], [-0.365, -0.871, -0.237], [-0.603, -1.289, -0.460], [0.434, -0.065, 0.519], [-0.433, 1.069, 0.527], [0.449, 0.236, -0.122], [0.981, 0.378, 0.339], [0.309, 0.213, 0.152], [-0.063, 0.150, -0.379], [0.267, -0.137, -0.483], [-0.140, -0.215, -0.052], [-0.044, -0.022, 0.159], [0.024, -0.147, 0.032], [0.413, 0.105, -0.121], [0.338, 0.393, 0.126], [-0.256, 0.157, 0.072], [0.061, 0.195, 0.325], [-0.051, 0.256, -0.018], [0.159, -0.171, -0.133], [0.089, -0.375, -0.265], [0.346, -0.403, -0.094], [-0.198, 0.023, -0.284], [0.050, 0.000, -0.006], [-0.008, 0.269, -0.079], [0.030, 0.068, 0.275], [0.676, 0.621, 0.298], [-0.114, 0.713, 0.644], [-0.458, -1.351, -0.934], [-0.008, -0.146, 0.236], [0.030, 0.060, 0.030], [0.101, 0.202, -0.066], [0.224, 0.088, 0.118], [-0.007, 0.012, 0.082], [-0.265, -0.195, -0.310], [-0.007, -0.150, 0.012], [0.053, 0.151, -0.287], [-0.073, 0.026, 0.027], [-0.263, 0.164, -0.115], [-0.252, 0.266, -0.276], [0.606, -0.498, 0.397], [-0.116, 0.207, -0.364], [0.076, 0.012, -0.047], [-0.425, -0.194, 0.196], [-0.026, 0.422, 0.464], [0.393, 0.203, 0.081], [-0.281, -0.653, -0.433], [-0.615, 0.399, 0.019], [-0.230, 0.437, -0.112], [0.708, -0.721, 0.062], [-0.107, -0.136, 0.001], [0.043, -0.019, 0.092], [0.208, -0.030, -0.017], [-0.121, -0.592, 0.242], [-0.433, -0.598, 0.168], [0.526, 1.172, -0.319]], "mulliken_charge": [0.663, -0.105, 1.125, -1.570, -1.453, -1.918, 0.013, -1.074, 0.431, 0.409, -0.025, -0.069, 0.143, 0.275, 0.344, 0.479, 0.448, 0.222, 0.472, 0.712, 0.811, 0.023, 0.290, 0.354, 0.352, 0.276, 0.373, -0.623, 0.271, 0.279, -0.549, 0.176, 0.340, -0.615, 0.328, 0.214, -0.504, 0.287, 0.291, -0.593, 0.274, 0.264, -0.586, 0.300, 0.324, -0.783, 0.320, 0.292, -0.634, 0.237, 0.291, -0.584, 0.280, 0.273, -0.511, 0.279, 0.252, -0.591]}